(1)
28
Properties=species:S:1:pos:R:3:forces:R:3 method="wB97M-V/def2-TZVPD" e_above_lowest_ev=2.046 gap_ev=9.14 smiles="CC(=O)N(C)C.CCNC" homo_ha=-0.3076
C 1.570524 1.197919 0.549890 0.09 -2.23 -0.31
C 2.099022 -0.381059 -1.328758 0.10 0.22 0.10
C 0.978825 2.290679 -0.280543 -1.73 -1.07 -1.92
N 1.333410 -0.207539 -0.100357 1.12 1.40 0.88
H 1.627664 -0.901774 0.581233 0.04 0.11 -0.04
H 1.077970 1.116323 1.519312 0.09 0.10 0.02
H 2.656243 1.312625 0.686827 -0.17 -0.06 0.17
H 2.076009 -1.423481 -1.641679 -0.04 -0.02 -0.03
H 3.147887 -0.076993 -1.214367 -0.05 -0.02 -0.03
H 1.634077 0.229612 -2.101451 0.02 -0.04 -0.09
H 0.105729 1.762757 -0.920736 1.69 1.76 1.66
H 1.681851 2.653297 -1.030141 0.11 0.28 0.18
H 0.601066 3.097263 0.341422 0.00 0.13 -0.13
C -2.377902 0.706347 0.776729 0.14 0.25 -0.10
C -1.185943 -1.197952 1.703178 -0.07 0.01 -0.22
C -0.678582 -1.869057 -1.041143 0.62 0.21 -0.01
N -1.245861 -0.188677 0.673022 0.22 0.07 0.01
C -0.698602 -0.415750 -0.598103 -1.87 1.02 -1.07
O -0.827059 0.489115 -1.465421 -0.23 -1.80 0.53
H -1.940124 -1.987208 1.575332 -0.01 -0.01 0.04
H -2.316885 1.274189 1.705073 -0.09 0.02 0.11
H -2.364831 1.406520 -0.053915 0.04 -0.06 0.01
H -3.325137 0.154926 0.755115 -0.06 -0.02 0.06
H -0.203940 -1.668307 1.721329 0.01 -0.01 0.07
H -1.360439 -0.716555 2.666681 0.05 -0.08 0.03
H -0.035885 -2.479761 -0.413888 0.00 -0.21 0.05
H -0.334382 -1.916737 -2.070342 0.03 -0.01 -0.01
H -1.694705 -2.260721 -0.994299 -0.05 0.04 0.05


(2)
12
Properties=species:S:1:pos:R:3:forces:R:3 method="wB97M-V/def2-TZVPD" e_above_lowest_ev=2.970 gap_ev=8.66 smiles="S=C1CO[C@H]1CCl" homo_ha=-0.3359
C 0.190678 -0.778880 1.338290 -3.55 -0.51 -2.37
C -0.122025 0.127391 0.133990 -3.82 0.77 -1.55
C -0.751238 -0.322009 -2.019839 -0.03 -4.38 5.44
C 0.415601 0.137323 -1.288836 1.47 -0.02 1.78
H 1.117958 -0.510750 1.658396 2.91 -0.21 0.91
H -0.080930 -1.877845 1.065569 0.74 1.99 1.00
H -0.419970 1.156395 0.599252 1.27 -1.44 -1.24
H -0.773477 -1.412776 -2.358666 0.29 1.60 0.16
H -1.213733 0.316136 -2.624091 -1.80 2.62 -2.68
O -1.389287 -0.292447 -0.608479 -0.61 -0.44 -0.24
S 1.817692 0.643499 -1.674319 3.09 1.04 -1.39
Cl -0.882161 -0.035912 2.607933 0.04 -1.01 0.19


(3)
21
Properties=species:S:1:pos:R:3:forces:R:3 method="wB97M-V/def2-TZVPD" e_above_lowest_ev=4.315 gap_ev=9.72 smiles="CC[C@]1([N+](=O)[O-])C(=O)NN=C1C" homo_ha=-0.3580
C -0.725763 -0.079009 1.228849 -0.24 2.26 -1.03
C -2.025069 1.358084 -0.202750 -0.62 -0.05 -1.28
C -1.340804 -0.018602 -0.252626 1.21 -0.11 1.47
C 0.090963 -1.227858 1.788695 -1.14 -0.48 -0.89
C 1.059076 0.582548 -1.102366 -2.48 2.22 -1.94
C -0.335154 -0.104354 -1.375217 1.09 -2.14 -2.21
N -0.932418 1.091095 1.761460 1.53 -2.59 1.40
N -1.630799 1.900940 0.971493 -1.70 2.73 -0.32
N -2.336321 -1.090925 -0.318486 -2.86 -1.79 0.36
O -3.386514 -0.968306 0.311934 0.92 1.20 0.11
O -2.696920 1.856625 -1.079156 0.42 -0.24 0.64
O -2.136573 -2.120522 -0.921676 1.18 0.15 -0.58
H 0.674563 -1.680330 0.890586 -1.30 0.14 1.79
H -0.664932 -1.875322 2.360262 1.24 0.14 -1.35
H 0.797484 -0.949682 2.554196 0.25 0.59 0.05
H 0.959431 1.785000 -1.043169 0.37 -2.85 -0.38
H 1.723138 0.221348 -1.901852 -0.01 0.62 0.43
H 1.358382 0.246358 -0.170667 1.10 -0.53 1.77
H -0.164277 -1.247491 -1.695253 -0.16 2.29 1.41
H -0.802170 0.199978 -2.349310 0.22 0.47 1.03
H -2.015538 2.836746 1.307863 0.98 -2.05 -0.47